An isolated molecule of C20H25N5O4 at a distorted geometry. Source: the OMol25 dataset; level of theory: ωB97M-V/def2-TZVPD.

Element x y z (Å)
C (-5.820, 3.003, -1.648)
O (-5.584, 1.848, -0.798)
C (-4.342, 1.276, -0.794)
C (-4.097, 0.299, 0.197)
C (-2.815, -0.198, 0.390)
C (-1.736, 0.128, -0.450)
C (-0.277, -0.253, 0.122)
C (0.709, 0.730, -0.524)
C (2.040, 0.292, -0.853)
O (2.456, -0.886, -0.990)
N (3.041, 1.270, -0.892)
C (4.331, 0.753, -1.221)
C (2.848, 2.664, -0.936)
O (3.774, 3.454, -1.136)
N (1.544, 3.065, -0.721)
C (1.442, 4.514, -0.639)
C (0.515, 2.145, -0.298)
O (-0.417, 2.654, 0.326)
C (-2.021, 1.061, -1.470)
C (-3.290, 1.619, -1.673)
H (-6.851, 3.288, -1.435)
H (-5.145, 3.835, -1.398)
H (-5.718, 2.754, -2.715)
H (-4.907, -0.013, 0.847)
H (-2.620, -0.809, 1.275)
H (-0.502, -0.186, 1.147)
H (5.025, 1.587, -1.280)
H (4.627, 0.031, -0.451)
H (4.263, 0.220, -2.179)
H (0.405, 4.844, -0.572)
H (2.014, 4.896, 0.228)
H (1.919, 4.938, -1.540)
H (-1.241, 1.466, -2.122)
H (-3.477, 2.374, -2.449)
C (-0.628, -3.885, 0.360)
C (-0.619, -2.587, -0.374)
N (0.112, -1.521, 0.301)
C (1.013, -1.911, 1.320)
N (1.282, -3.195, 1.556)
C (0.700, -4.339, 0.905)
C (2.393, -3.376, 2.463)
C (2.690, -1.986, 2.948)
N (1.716, -1.145, 2.210)
H (-1.326, -3.830, 1.197)
H (-0.994, -4.645, -0.311)
H (-0.113, -2.643, -1.343)
H (-1.638, -2.214, -0.546)
H (0.584, -5.132, 1.662)
H (1.402, -4.715, 0.149)
H (2.168, -4.072, 3.283)
H (3.243, -3.800, 1.912)
H (2.565, -1.858, 4.034)
H (3.701, -1.657, 2.660)
H (1.652, -0.152, 2.264)

Summary:
HOMO = -7.0 eV
Kohn-Sham gap = 7.1848 eV
lowest unoccupied orbital energy = 0.2 eV

Löwdin atomic charge list, values in e, 5 entries: number 1, C, carries -0.0630; number 2, O, carries -0.0988; number 3, C, carries -0.2706; number 4, C, carries -0.0038; number 5, C, carries -0.0585



A structure of composition C50H43CoN8OS2Te. Source: the OMol25 dataset; level of theory: ωB97M-V/def2-TZVPD.

Element x y z (Å)
Co (0.275, -0.268, 0.416)
C (-1.713, -3.787, -0.993)
C (-0.752, -2.976, -0.378)
N (-0.822, -1.661, -0.509)
C (-1.806, -1.146, -1.281)
C (-2.736, -1.971, -1.873)
N (-2.696, -3.297, -1.723)
C (-1.726, 0.318, -1.456)
C (-2.473, 1.125, -2.296)
C (-2.165, 2.484, -2.390)
C (-1.105, 2.983, -1.627)
C (-0.410, 2.126, -0.800)
N (-0.749, 0.839, -0.725)
C (0.675, 2.454, 0.143)
C (1.367, 3.648, 0.206)
N (2.335, 3.848, 1.096)
C (2.607, 2.858, 1.932)
C (1.950, 1.630, 1.872)
N (0.994, 1.443, 0.976)
C (-2.923, 3.375, -3.308)
C (-4.188, 3.033, -3.775)
C (-4.844, 3.893, -4.643)
N (-4.332, 5.043, -5.069)
C (-3.124, 5.369, -4.622)
C (-2.388, 4.582, -3.750)
H (-1.666, -4.862, -0.873)
H (0.047, -3.371, 0.232)
H (-3.532, -1.570, -2.487)
H (-3.249, 0.687, -2.905)
H (-0.843, 4.030, -1.648)
H (1.152, 4.455, -0.484)
H (3.383, 3.025, 2.668)
H (2.187, 0.797, 2.520)
H (-4.694, 2.131, -3.462)
H (-5.833, 3.643, -5.008)
H (-2.718, 6.309, -4.978)
H (-1.402, 4.916, -3.458)
S (-0.091, -2.980, 2.732)
C (-0.917, -1.532, 2.836)
N (-0.997, -0.474, 1.996)
C (-1.887, 0.506, 2.483)
C (-2.265, 1.709, 1.885)
C (-3.156, 2.561, 2.519)
C (-3.697, 2.245, 3.759)
C (-3.348, 1.055, 4.369)
C (-2.457, 0.205, 3.730)
S (-1.896, -1.333, 4.272)
H (-1.896, 1.999, 0.924)
H (-3.436, 3.487, 2.032)
H (-4.392, 2.919, 4.241)
H (-3.763, 0.783, 5.331)
C (3.314, -1.994, -9.197)
C (2.922, -1.698, -7.778)
C (1.658, -2.018, -7.300)
C (1.281, -1.757, -5.986)
C (-0.107, -2.152, -5.545)
C (2.209, -1.130, -5.144)
Te (1.483, -0.620, -3.178)
N (1.677, -0.551, -0.883)
C (2.245, -1.351, -0.023)
O (1.734, -1.233, 1.168)
C (3.347, -2.313, -0.236)
C (4.218, -2.545, 0.826)
C (5.276, -3.426, 0.673)
C (5.457, -4.093, -0.531)
C (4.575, -3.885, -1.582)
C (3.523, -2.994, -1.437)
C (2.060, 1.412, -3.227)
C (3.097, 1.936, -2.448)
C (4.051, 1.133, -1.605)
C (3.308, 3.316, -2.479)
C (2.554, 4.167, -3.269)
C (2.809, 5.648, -3.289)
C (1.571, 3.606, -4.080)
C (1.317, 2.242, -4.086)
C (0.297, 1.713, -5.059)
C (3.506, -0.840, -5.580)
C (4.550, -0.244, -4.679)
C (3.833, -1.120, -6.900)
H (2.469, -2.369, -9.772)
H (4.106, -2.743, -9.231)
H (3.693, -1.098, -9.691)
H (0.945, -2.492, -7.964)
H (-0.592, -2.740, -6.321)
H (-0.733, -1.276, -5.349)
H (-0.095, -2.757, -4.636)
H (4.051, -2.040, 1.768)
H (5.955, -3.599, 1.497)
H (6.279, -4.786, -0.646)
H (4.700, -4.423, -2.512)
H (2.827, -2.856, -2.254)
H (4.047, 0.074, -1.841)
H (3.809, 1.231, -0.545)
H (5.064, 1.510, -1.750)
H (4.107, 3.728, -1.871)
H (3.634, 5.918, -2.631)
H (1.926, 6.205, -2.969)
H (3.054, 5.985, -4.297)
H (1.002, 4.246, -4.746)
H (-0.305, 2.529, -5.460)
H (-0.376, 0.990, -4.598)
H (0.783, 1.210, -5.899)
H (4.516, -0.689, -3.684)
H (4.413, 0.834, -4.570)
H (5.546, -0.415, -5.086)
H (4.834, -0.892, -7.251)

Summary:
multiplicity = 2
HOMO (spin up / spin down) = -9.2 / -9.2 eV
Kohn-Sham gap (spin up / spin down) = 5.1738 / 4.9194 eV
lowest unoccupied orbital energy (spin up / spin down) = -4.0 / -4.3 eV
total charge = +1

Löwdin atomic charge list, values in e, 5 entries: number 1, Co, carries 0.5211; number 2, C, carries -0.0600; number 3, C, carries -0.0759; number 4, N, carries 0.0781; number 5, C, carries -0.1628



A cluster of 2 separate species, C5H10O2 in total at a distorted geometry. Source: the OMol25 dataset; level of theory: ωB97M-V/def2-TZVPD.

Element x y z (Å)
C (-1.665, -1.404, -0.792)
C (-0.550, -1.578, -0.082)
C (0.187, -0.445, 0.493)
C (1.020, -0.540, 1.524)
C (1.898, 0.632, 1.955)
O (1.454, -1.790, 1.933)
H (-2.416, -2.176, -0.778)
H (-1.766, -0.511, -1.396)
H (-0.464, -2.483, 0.506)
H (0.012, 0.486, -0.032)
H (1.922, 1.359, 1.155)
H (2.887, 0.298, 2.247)
H (1.383, 1.170, 2.752)
H (1.290, -1.912, 2.875)
O (-1.489, 3.287, -4.123)
H (-2.434, 3.249, -3.939)
H (-1.268, 2.358, -4.298)

Summary:
HOMO = -8.3 eV
structure (SMILES) = C=C/C=C(/C)O.O
Kohn-Sham gap = 8.9918 eV
lowest unoccupied orbital energy = 0.7 eV

Löwdin atomic charge list, values in e, 5 entries: number 1, C, carries -0.0002; number 2, C, carries -0.1678; number 3, C, carries -0.0813; number 4, C, carries -0.3714; number 5, C, carries -0.0289



An isolated molecule of C6H7N at a distorted geometry. Source: the OMol25 dataset; level of theory: ωB97M-V/def2-TZVPD.

Element x y z (Å)
C (-3.066, 0.894, 0.056)
C (-1.963, 0.130, -0.041)
C (-1.164, -0.877, -0.008)
C (0.325, -1.058, -0.069)
C (1.359, -0.228, -0.115)
C (2.742, 0.081, 0.098)
N (1.739, 1.074, -0.066)
H (-3.580, 1.432, -0.695)
H (-3.407, 0.973, 1.104)
H (-1.700, -1.832, -0.107)
H (0.601, -2.030, 0.080)
H (2.824, -0.173, 1.154)
H (3.664, 0.040, -0.447)
H (1.627, 1.573, -0.944)

Summary:
HOMO = -8.2 eV
structure (SMILES) = C=C=C/C=C1/CN1
Kohn-Sham gap = 9.1321 eV
lowest unoccupied orbital energy = 0.9 eV

Löwdin atomic charge list, values in e, 5 entries: number 1, C, carries 0.0077; number 2, C, carries -0.1014; number 3, C, carries -0.1164; number 4, C, carries -0.0426; number 5, C, carries -0.3037



Listing ΔE to the lowest compared entry with this formula, charge and spin for the structures above in their given order: 336.86 86.23 266.70 486.91 kJ/mol.